1.
This record from OMol25 describes a cluster of 2 separate species, H4O2 in total. The level of theory is the ωB97M-V functional and the def2-TZVPD basis.

Positions of all 6 atoms, in Å:
O: 6.971 12.343 36.583
H: 6.142 12.819 36.530
H: 6.720 11.420 36.557
O: 4.376 13.208 36.483
H: 3.659 13.794 36.243
H: 4.002 12.329 36.415

The spin multiplicity is 2. The charge is +1. The total energy is -152.443022 Eh. Its max |F| is 3.36 eV/A. The relative energy (zero: lowest compared OMol25 entry of this formula, charge and spin) is 88.9 kJ/mol.


2.
This record from OMol25 describes an isolated molecule of H4O2P2. The level of theory is the ωB97M-V functional and the def2-TZVPD basis.

Positions of all 8 atoms, in Å:
O: -0.341 2.255 0.722
P: -0.720 0.679 0.219
P: 0.821 -0.725 -0.708
O: 0.893 -1.915 0.478
H: 0.432 2.395 1.284
H: -0.781 0.917 -1.088
H: -0.396 -1.140 -1.247
H: 0.093 -2.466 0.340

The spin multiplicity is 1. The total energy is -835.557286 Eh. Its max |F| is 2.55 eV/A. Its SMILES is O[PH]#[PH]O. The relative energy (zero: lowest compared OMol25 entry of this formula, charge and spin) is 122.1 kJ/mol.


3.
This record from OMol25 describes a cluster of 2 separate species, H4O2Si2 in total. The level of theory is the ωB97M-V functional and the def2-TZVPD basis.

Positions of all 8 atoms, in Å:
O: 0.127 1.154 0.506
Si: -1.231 1.205 -0.180
H: -2.594 1.033 0.120
H: -0.947 1.725 -1.564
O: -0.133 -1.830 -0.327
Si: 1.165 -1.354 0.253
H: 2.443 -1.113 -0.381
H: 1.171 -0.821 1.573

The spin multiplicity is 1. The total energy is -731.808668 Eh. Its max |F| is 3.36 eV/A. Its SMILES is O=[SiH2].O=[SiH2]. The relative energy (zero: lowest compared OMol25 entry of this formula, charge and spin) is 459.3 kJ/mol.


4.
This record from OMol25 describes a structure of composition H4O3P2. The level of theory is the ωB97M-V functional and the def2-TZVPD basis.

Positions of all 9 atoms, in Å:
O: -2.361 0.593 -0.328
O: -0.161 1.755 -0.527
O: -0.182 -1.004 -0.045
P: 1.350 -1.157 0.317
P: -1.042 1.011 0.506
H: -2.651 -0.260 0.104
H: 0.143 1.489 -1.349
H: 1.613 -2.368 -0.478
H: 1.252 -1.923 1.537

The spin multiplicity is 1. The total energy is -910.817539 Eh. Its max |F| is 3.85 eV/A. The relative energy (zero: lowest compared OMol25 entry of this formula, charge and spin) is 116.1 kJ/mol.


5.
This record from OMol25 describes a cluster of 2 separate species, H4O3Si in total. The level of theory is the ωB97M-V functional and the def2-TZVPD basis.

Positions of all 8 atoms, in Å:
O: -0.323 -1.438 0.650
Si: -0.971 -0.598 -0.346
O: -1.554 0.728 0.150
H: -1.329 -0.779 -1.761
H: -1.529 1.414 0.816
O: 1.624 0.353 -0.083
H: 1.507 -0.140 0.777
H: 2.575 0.459 -0.203

The spin multiplicity is 1. The total energy is -517.643885 Eh. Its max |F| is 4.76 eV/A. Its SMILES is O=[SiH]O.O. The relative energy (zero: lowest compared OMol25 entry of this formula, charge and spin) is 247.1 kJ/mol.


6.
This record from OMol25 describes a cluster of 2 separate species, H4OP2S in total. The level of theory is the ωB97M-V functional and the def2-TZVPD basis.

Positions of all 8 atoms, in Å:
O: 0.547 0.027 0.181
P: 2.015 0.435 0.324
P: -2.507 0.056 0.457
S: -1.377 1.357 -0.429
H: 2.577 0.948 -0.973
H: 2.136 1.564 1.108
H: -1.919 -1.022 -0.095
H: -1.665 0.080 1.527

The spin multiplicity is 1. The total energy is -1158.410961 Eh. Its max |F| is 3.15 eV/A. The relative energy (zero: lowest compared OMol25 entry of this formula, charge and spin) is 322.9 kJ/mol.